(P)
{
  "formula": "C4H4N2",
  "method": "ωB97M-V with the def2-TZVPD basis set",
  "e_homo_ev": -10.23,
  "lumo_ev": -0.49,
  "elements": ["C", "C", "N", "N", "C", "C", "H", "H", "H", "H"],
  "coordinates": [[-1.00, 0.10, 0.17], [-0.02, 0.90, 0.87], [1.25, 1.03, 0.72], [1.83, 0.27, -0.18], [2.28, -0.55, -0.91], [-0.71, -0.87, -0.71], [-2.04, 0.32, 0.41], [-0.39, 1.57, 1.64], [0.29, -1.31, -0.87], [-1.49, -1.47, -1.15]]
}

(Q)
{
  "formula": "C4H4N2",
  "method": "ωB97M-V with the def2-TZVPD basis set",
  "e_homo_ev": [-9.21, -8.84],
  "lumo_ev": [-1.47, -1.30],
  "elements": ["C", "C", "C", "C", "N", "N", "H", "H", "H", "H"],
  "coordinates": [[1.51, -0.91, 0.08], [2.90, -1.03, -0.15], [3.58, 1.22, -0.09], [-0.26, 0.49, -0.01], [3.64, 0.04, 0.16], [1.13, 0.31, -0.09], [0.82, -1.82, 0.31], [-0.59, 0.76, 0.89], [-0.58, 1.22, -0.81], [-0.66, -0.55, -0.06]]
}

(R)
{
  "formula": "C4H4N2",
  "method": "ωB97M-V with the def2-TZVPD basis set",
  "e_homo_ev": -10.12,
  "lumo_ev": 0.80,
  "smiles": "C#C[C@H](N)C#N",
  "elements": ["N", "C", "C", "C", "C", "N", "H", "H", "H", "H"],
  "coordinates": [[-1.20, -0.90, 0.21], [-0.36, 0.30, 0.25], [1.09, 0.01, 0.25], [2.25, -0.31, 0.32], [-0.71, 1.32, -0.78], [-1.05, 2.09, -1.57], [-1.95, -0.84, -0.47], [-0.67, -1.75, 0.17], [-0.68, 0.66, 1.22], [3.28, -0.59, 0.40]]
}

(S)
{
  "formula": "C4H4N2",
  "method": "ωB97M-V with the def2-TZVPD basis set",
  "e_homo_ev": -9.11,
  "lumo_ev": 0.73,
  "smiles": "N#C[C@@H]1C=C1N",
  "elements": ["N", "C", "C", "C", "C", "N", "H", "H", "H", "H"],
  "coordinates": [[-0.49, -1.55, -0.71], [0.03, 0.60, 0.77], [0.23, -0.60, -0.09], [1.31, 0.06, 0.19], [-0.59, 1.79, 0.18], [-1.08, 2.72, -0.31], [-0.15, -2.02, -1.53], [-1.42, -1.76, -0.40], [-0.21, 0.48, 1.83], [2.36, 0.27, 0.07]]
}

Stability summary - winner: (S); margin: 23.7 kJ/mol.